i | {
  "formula": "C3H7NO4S",
  "method": "ωB97M-V/def2-TZVPD",
  "elements": ["C", "C", "C", "H", "H", "H", "H", "H", "H", "H", "N", "O", "O", "O", "O", "S"],
  "xyz": [[-0.21777, -0.17901, 0.63938], [0.01927, -0.47855, -0.83946], [1.04977, 0.34642, 1.32924], [-0.92809, -1.17085, 2.27446], [0.00875, -2.07382, 1.33724], [-0.95587, 0.59612, 0.71644], [-0.76468, -1.18691, -1.19480], [0.94052, -0.94688, -1.02253], [-2.19576, 0.77593, -1.91536], [2.35644, 1.63044, 1.14470], [-0.74708, -1.37262, 1.29278], [-1.56360, 1.46082, -1.53828], [-0.06554, 0.35507, -3.28202], [1.57435, 1.38760, 0.66297], [1.52568, -0.11227, 2.33932], [-0.03640, 0.96849, -1.94408]],
  "homo_energy_ev": -9.71,
  "orbital_gap_ev": 10.25,
  "lumo_ev": 0.5
}

=====

ii | {
  "formula": "C3H7NO4S",
  "method": "ωB97M-V/def2-TZVPD",
  "elements": ["C", "C", "C", "H", "H", "H", "H", "H", "H", "H", "N", "O", "O", "O", "O", "S"],
  "xyz": [[-0.87866, -0.89275, -0.76788], [-0.73831, -0.64771, 0.75762], [0.52181, -0.78197, -1.40274], [-2.52339, 0.30375, -0.84923], [-1.23554, 0.82193, -1.78207], [-1.26790, -1.93557, -0.88026], [-1.71617, -0.76476, 1.27914], [0.03755, -1.28384, 1.21707], [1.88188, 1.31437, 0.54232], [0.84968, -2.48506, -0.69916], [-1.77393, 0.01867, -1.45973], [1.45236, 0.54603, 0.93743], [-0.51913, 1.26270, 2.50726], [1.37058, -1.80662, -1.19728], [0.91505, 0.19338, -1.96402], [-0.17429, 1.01683, 1.10007]],
  "homo_energy_ev": -9.68,
  "orbital_gap_ev": 10.06,
  "lumo_ev": 0.4
}

=====

Looking at the structures above, which would you pick as the most stable? I would pick i.